No. 1
Molecular formula: C30H82BN6O20
Method: DFT, the ωB97M-V functional and the def2-TZVPD basis

```
139
Properties=species:S:1:pos:R:3
H -5.3704 0.8355 -3.5642
N 1.0680 4.2313 -6.9226
H -1.5914 6.2223 -6.3895
H -0.0712 -6.9131 0.8844
C 0.0718 -6.2279 0.0366
H 0.0392 0.8235 4.0256
O 0.6352 1.4676 -1.1313
H -1.8919 -5.8917 -0.3347
H -0.2130 2.8009 -5.0755
O -5.9764 -0.8452 -4.4891
O 4.1678 3.7693 3.0183
H -7.0542 -1.8162 2.9375
H -0.2207 1.2860 8.1548
H 1.2550 -7.8865 -0.4941
H 1.8313 -2.8247 1.2215
C 5.4566 3.9235 3.5375
H 5.4445 6.0152 5.4415
H 1.2831 -1.2648 8.6567
H -4.9463 -4.1116 -1.7830
H 4.5612 -2.7775 -1.1644
N -1.2990 -0.4452 8.8164
O -1.9647 -0.9545 -5.4404
H 5.4942 3.5832 4.5821
H 3.5512 -1.1079 -2.6486
O -1.7558 1.3101 -0.4260
C -0.2573 -0.1472 6.5859
H -3.0660 3.5943 -3.0446
H -0.6454 -4.4606 1.0943
C -2.7048 0.6792 -1.0999
H 3.4924 -3.6540 -6.1566
C -0.0628 4.6817 -6.0824
H -1.8915 -1.6042 -6.1472
C 1.3269 -6.8026 -0.6286
H 0.5613 -4.1291 -0.2228
H -5.4632 -3.8374 2.5279
O -5.0128 -3.4466 0.1481
H 4.0528 6.1471 4.3955
H -1.3319 -7.1850 -1.0556
H 5.1629 -3.0433 -6.1897
H -2.3189 -0.2163 2.7596
C 0.2627 -4.8057 0.5869
C 5.1298 6.3333 4.4433
H -6.3338 2.2027 0.3108
O 3.8740 -2.0739 -4.8876
H 3.6449 -3.9188 -3.8810
H -1.1330 -0.3984 9.8137
H 2.5294 -3.5136 2.6444
N -1.0829 -6.2158 -0.8623
C -0.2109 0.1960 8.0699
H -6.0945 -0.8493 1.8742
H 0.6541 3.7733 -7.7378
H -4.9519 -1.4901 3.9069
H -2.1584 -1.4742 -4.6451
H 1.5015 3.4314 -6.4543
H 5.3592 5.1265 1.4535
C 3.5866 2.4902 3.1010
H 1.9122 0.4066 8.1583
H -6.9489 -2.2619 1.2325
H 0.3519 5.3348 -5.3103
H -0.1590 -1.2275 6.4432
O 5.2025 4.0896 -0.2604
H -0.2124 6.3870 -7.4178
H -1.5828 3.0679 -6.1535
C 3.4666 -2.7125 -1.2322
H 1.7553 0.9007 4.2690
C -4.2425 -2.9297 1.1908
C 0.8607 0.3761 4.5879
H 6.1672 3.3159 2.9644
H -5.0597 0.9277 -5.3177
H 5.3492 7.3776 4.2447
O -0.7433 -0.4983 -1.5050
H -1.1569 0.3161 6.1737
H -4.0454 -0.0314 -4.3283
H 3.7103 4.3805 -1.7628
C 1.3200 0.4642 0.8131
O -2.5741 -1.2253 -2.6007
O -1.6138 4.1183 -4.3709
C -2.3379 3.1115 -3.6956
C 1.1643 -0.1797 8.6919
H 1.3194 -6.5678 -1.6920
O -3.8649 0.9529 -1.0534
H -3.5392 -2.1335 3.3916
H 4.1147 1.7903 2.4495
H 0.9676 -0.6745 4.3186
H -1.3822 5.0868 -7.7459
H -1.2305 -1.4358 8.5906
H 0.7998 -3.1705 2.5440
C 4.1124 -2.7485 -6.0903
O -1.6138 -0.8753 2.7488
H 1.5785 -2.0808 -3.8631
C -0.8925 3.5692 -5.4663
H -3.3575 -3.5236 1.4384
H 3.5165 2.2082 4.1565
N -4.4986 -2.3580 3.6396
C 1.6754 1.4017 -0.3303
H 3.7890 -2.1417 -6.9349
N 1.7441 -2.1471 -2.8666
H -6.2551 0.0557 -0.5353
H 4.8852 3.0882 -2.0033
O -5.6336 2.4305 0.9392
H 3.2802 -1.9625 -0.4592
H 2.1955 -6.5243 -0.0352
C -6.3779 -1.8867 2.0799
H 1.2061 0.1026 9.7460
O 1.3449 -4.8528 1.5003
C 1.6587 -3.5835 1.9962
H 2.9764 -3.6533 -1.0000
C -2.0133 -0.5012 -1.8292
C 3.9376 -2.8766 -3.7196
H 1.2882 -1.3882 -2.3811
H 5.3860 4.7681 -2.1793
O 0.8372 0.5489 5.9979
O 2.7514 1.8737 -0.5209
C 4.7523 4.0971 -1.6019
H 2.5526 2.5071 2.7577
N 5.5309 5.9271 2.0793
C -0.8620 5.6422 -6.9592
H -7.6317 0.1256 -1.1991
H 4.5324 6.1562 2.1511
C -4.5997 -3.2670 -1.1899
H -2.8595 2.4602 -4.4015
O -7.0907 0.5439 -0.5205
H 4.8204 3.3548 0.2315
C 3.1931 -2.1433 -2.6163
C -5.0938 0.2581 -4.4476
H -3.8564 -1.9194 0.9847
H -1.0669 -0.6251 1.9845
H -5.7385 -1.3601 -5.2678
H -1.7042 2.5165 -3.0299
H -4.8845 -2.3198 -1.6494
O 0.0302 0.1772 0.7115
H 4.9996 -2.8711 -3.4322
H -4.8243 2.3838 0.4162
H -3.5069 -3.3434 -1.2207
O 2.0482 -0.0020 1.6297
C -5.2015 -2.7777 2.4071
H 6.8987 5.5295 3.6136
B -0.4717 0.6364 -0.5902
C 5.8221 5.4235 3.4440
```

Calculated values
Frontier orbital gap (Eh): 0.33537
Net charge: -1
Calculated total energy (Eh): -3050.61116
Multiplicity: 1
Highest occupied orbital energy (eV): -7.137

=====

No. 2
Molecular formula: C16H18O4
Method: DFT, the ωB97M-V functional and the def2-TZVPD basis

```
38
Properties=species:S:1:pos:R:3
O -4.3594 2.2254 -0.7823
C -2.2990 0.9356 -0.7207
H 0.7342 -0.5242 2.7635
H 3.2937 -0.6387 -0.7522
C -3.1656 2.1575 -2.7965
H 2.3061 -2.6670 3.1046
O 2.7125 -1.7795 3.2262
C -2.4300 0.7943 0.6391
H 4.9117 0.0441 1.3873
H -4.7934 -0.3379 -1.0872
C 0.9108 -0.3341 1.6912
C 4.3833 -0.2767 2.2869
H -3.7238 -0.6289 -2.4373
H -3.8493 3.0312 -0.4707
C 2.1628 -0.6729 1.1617
H -0.9861 0.6451 -2.3758
H -2.7400 1.4947 -3.5460
C 2.3295 -0.5178 -0.2577
H -2.4128 2.8860 -2.5766
H 1.4201 0.0077 -2.1384
H -1.5562 0.3862 2.5332
H -5.0556 0.4351 -2.6839
C 0.0068 0.1540 -0.5151
C 3.8084 -2.5505 1.1639
C -1.3608 0.4478 1.4556
C -0.1613 0.0970 0.8701
C 3.2636 -1.3313 1.9671
O 4.6920 -2.3024 0.1558
H 3.9414 0.6521 2.7283
C -4.3458 0.1348 -1.9339
C -3.5350 1.3554 -1.5401
C -1.0779 0.5373 -1.3260
H 5.0915 -0.6995 2.9947
O 3.2342 -3.6226 1.3062
H 4.8204 -3.1079 -0.3965
H -4.0530 2.6833 -3.1786
H -3.3749 1.0161 1.1704
C 1.2570 -0.1291 -1.0901
```

Calculated values
Frontier orbital gap (Eh): 0.30964
ΔE to the lowest compared entry with this formula, charge and spin (eV): 0.000
Calculated total energy (Eh): -921.46440
Multiplicity: 1
Highest occupied orbital energy (eV): -8.071

=====

No. 3
Molecular formula: C23H30Cl2LaN8O4S
Method: DFT, the ωB97M-V functional and the def2-TZVPD basis

```
69
Properties=species:S:1:pos:R:3
C 1.4083 -15.4548 9.7043
C 5.2179 -10.7283 15.7745
H 10.0356 -18.2280 13.5389
S 7.2240 -14.3729 13.9889
C 8.4222 -15.3237 11.7066
N 10.9384 -17.8613 10.9610
O 6.8074 -13.2884 13.0342
C 2.1636 -14.8783 10.7221
H 6.0999 -17.6671 17.9264
La 4.2125 -13.3792 13.6981
H 5.7730 -10.2328 16.5965
H 2.6604 -15.2830 17.0413
C 9.2788 -16.1610 10.9831
H 7.9348 -14.5877 11.1229
C 5.4716 -15.6545 15.4672
H 1.9298 -9.5531 13.9311
C 4.2139 -16.6753 17.6246
H 3.7205 -17.0663 18.5031
C 2.6010 -10.4397 13.7337
Cl -0.2742 -15.6096 7.6876
C 5.5457 -16.9977 17.2677
H 10.8064 -18.0738 9.9448
C 1.6143 -11.5630 15.6015
H 3.5752 -9.4079 12.2036
N 4.7851 -10.9916 12.6298
C 2.8321 -15.7363 11.6410
C 3.8574 -9.9151 13.0860
H 11.3166 -18.7096 11.4419
C 8.9127 -16.4903 13.6937
H 4.4788 -9.3000 13.7278
C 9.9575 -17.1505 11.6438
H 1.0360 -10.6669 15.8566
H 0.5360 -12.1706 13.6691
H 2.1143 -11.0932 12.9647
N 5.4858 -12.1948 15.8630
C 3.7649 -10.4009 15.8648
H 5.7199 -10.4323 14.8298
O 3.5250 -15.4584 12.6221
N 2.9002 -11.1476 14.9638
C 0.7596 -14.7051 8.7740
H 2.5618 -16.8179 11.5336
Cl 2.0684 -10.9309 9.5913
C 9.6647 -17.3639 12.9614
H 3.4479 -10.5489 16.8962
C 1.7695 -12.7019 9.6903
H 1.3042 -16.5348 9.6576
O 7.9324 -14.0317 15.1716
H 1.7173 -14.2710 15.2461
H -0.1950 -12.7733 15.1747
C 0.9273 -13.3101 8.7735
H 9.6545 -16.0090 9.9943
C 2.3757 -13.4441 10.7760
N 4.2264 -15.2050 15.7515
N 6.1403 -16.5615 16.1419
N 5.8640 -15.0609 14.2908
H 5.7832 -10.7814 12.4636
C 0.7859 -12.5509 14.6849
H 0.4656 -12.6785 8.0312
C 3.6262 -15.6690 16.8706
H 8.7370 -16.6489 14.7743
H 1.8983 -12.0430 16.5134
H 4.5222 -11.3246 11.7021
O 3.0408 -12.8522 11.6545
H 4.9303 -12.5286 16.6357
H 6.4045 -12.4704 16.1836
C 8.2431 -15.4614 13.0845
H 3.6903 -9.3475 15.6560
H 1.1497 -14.3630 13.6822
N 1.5712 -13.7296 14.3404
```

Calculated values
Frontier orbital gap (Eh): 0.27531
Net charge: +1
ΔE to the lowest compared entry with this formula, charge and spin (eV): 0.588
Calculated total energy (Eh): -2983.58916
Multiplicity: 1
Highest occupied orbital energy (eV): -10.302

=====

No. 4
Molecular formula: C18H20F5N2O2PTc
Method: DFT, the ωB97M-V functional and the def2-TZVPD basis

```
49
Properties=species:S:1:pos:R:3
H 1.7128 3.4523 -2.4963
C -4.1168 -0.1563 -2.2403
H 0.3095 -2.8565 1.1444
F 3.9149 -1.5375 3.7444
O 0.3669 -1.0812 -1.7877
C 2.5042 -0.5328 2.1175
H 2.7065 2.3761 -1.4690
H -1.3115 -0.3530 3.1780
H -2.5219 0.1294 1.9563
H 0.9914 -0.4442 -2.2317
H -1.4295 -2.6874 -0.2806
H -2.7916 -2.5253 0.8629
H 0.8819 4.0074 0.4320
H 0.0808 4.5654 -1.0762
H -4.2638 -2.0664 -1.1476
C -0.9748 1.8674 -2.1294
N -1.8382 0.1934 -0.6849
H -2.6354 -1.4725 2.7358
C -0.2950 -2.3892 1.9269
H -5.0522 -0.2635 -2.7874
N -1.1059 -1.3249 1.3041
C -2.0472 1.0440 -1.7612
F 5.0550 -1.7934 -0.8521
H -1.0917 2.5002 -3.0159
C -2.0163 -1.9698 0.3164
F 1.6807 -0.1820 3.1500
O -0.0667 2.2147 2.6040
C 1.7855 2.4480 -2.0595
C 4.5176 -1.6940 1.4633
F 2.9214 -0.3582 -1.4978
C -2.5891 -0.9139 -0.5666
H 1.8078 1.7047 -2.8676
C 4.2367 -1.3782 0.1358
H -0.9757 -3.1332 2.3671
C 2.1406 -0.2623 0.7905
F 5.5820 -2.4620 1.7658
Tc 0.1237 0.2637 0.2570
H 0.3602 -1.9623 2.6895
C -3.2750 0.9200 -2.4607
C -3.7440 -1.1337 -1.3145
C -1.9453 -0.7059 2.3601
P 0.3533 2.1566 -0.9701
C 3.6592 -1.2369 2.4590
C 0.0288 1.4506 1.7183
C 3.0847 -0.6567 -0.1663
H -0.8901 3.8415 0.2443
C 0.0723 3.8091 -0.2802
H -3.4964 1.7021 -3.1841
H -0.4041 -1.1131 -2.3957
```

Calculated values
Frontier orbital gap (spin up / spin down) (Eh): 0.29097 / 0.20697
Net charge: +3
Calculated total energy (Eh): -1878.21756
Multiplicity: 5
Highest occupied orbital energy (spin up / spin down) (eV): -17.981 / -19.762

=====

Among the records above, which one has the lowest calculated total energy? C30H82BN6O20

=====

The lowest calculated total energy belongs to which entry? C30H82BN6O20

=====

Which of these has the lowest calculated total energy? C30H82BN6O20

=====

Copy entry 3 word for word.
Molecular formula: C23H30Cl2LaN8O4S
Method: DFT, the ωB97M-V functional and the def2-TZVPD basis

```
69
Properties=species:S:1:pos:R:3
C 1.4083 -15.4548 9.7043
C 5.2179 -10.7283 15.7745
H 10.0356 -18.2280 13.5389
S 7.2240 -14.3729 13.9889
C 8.4222 -15.3237 11.7066
N 10.9384 -17.8613 10.9610
O 6.8074 -13.2884 13.0342
C 2.1636 -14.8783 10.7221
H 6.0999 -17.6671 17.9264
La 4.2125 -13.3792 13.6981
H 5.7730 -10.2328 16.5965
H 2.6604 -15.2830 17.0413
C 9.2788 -16.1610 10.9831
H 7.9348 -14.5877 11.1229
C 5.4716 -15.6545 15.4672
H 1.9298 -9.5531 13.9311
C 4.2139 -16.6753 17.6246
H 3.7205 -17.0663 18.5031
C 2.6010 -10.4397 13.7337
Cl -0.2742 -15.6096 7.6876
C 5.5457 -16.9977 17.2677
H 10.8064 -18.0738 9.9448
C 1.6143 -11.5630 15.6015
H 3.5752 -9.4079 12.2036
N 4.7851 -10.9916 12.6298
C 2.8321 -15.7363 11.6410
C 3.8574 -9.9151 13.0860
H 11.3166 -18.7096 11.4419
C 8.9127 -16.4903 13.6937
H 4.4788 -9.3000 13.7278
C 9.9575 -17.1505 11.6438
H 1.0360 -10.6669 15.8566
H 0.5360 -12.1706 13.6691
H 2.1143 -11.0932 12.9647
N 5.4858 -12.1948 15.8630
C 3.7649 -10.4009 15.8648
H 5.7199 -10.4323 14.8298
O 3.5250 -15.4584 12.6221
N 2.9002 -11.1476 14.9638
C 0.7596 -14.7051 8.7740
H 2.5618 -16.8179 11.5336
Cl 2.0684 -10.9309 9.5913
C 9.6647 -17.3639 12.9614
H 3.4479 -10.5489 16.8962
C 1.7695 -12.7019 9.6903
H 1.3042 -16.5348 9.6576
O 7.9324 -14.0317 15.1716
H 1.7173 -14.2710 15.2461
H -0.1950 -12.7733 15.1747
C 0.9273 -13.3101 8.7735
H 9.6545 -16.0090 9.9943
C 2.3757 -13.4441 10.7760
N 4.2264 -15.2050 15.7515
N 6.1403 -16.5615 16.1419
N 5.8640 -15.0609 14.2908
H 5.7832 -10.7814 12.4636
C 0.7859 -12.5509 14.6849
H 0.4656 -12.6785 8.0312
C 3.6262 -15.6690 16.8706
H 8.7370 -16.6489 14.7743
H 1.8983 -12.0430 16.5134
H 4.5222 -11.3246 11.7021
O 3.0408 -12.8522 11.6545
H 4.9303 -12.5286 16.6357
H 6.4045 -12.4704 16.1836
C 8.2431 -15.4614 13.0845
H 3.6903 -9.3475 15.6560
H 1.1497 -14.3630 13.6822
N 1.5712 -13.7296 14.3404
```

Calculated values
Frontier orbital gap (Eh): 0.27531
Net charge: +1
ΔE to the lowest compared entry with this formula, charge and spin (eV): 0.588
Calculated total energy (Eh): -2983.58916
Multiplicity: 1
Highest occupied orbital energy (eV): -10.302